The following is a DFT calculation (ωB97M-V/def2-TZVPD) of a 14-piece molecular cluster, C78H213N27O14P8 overall.

Each atom is followed by the atoms it is bonded to, with distances in Å.
Atoms and positions in Å:
1 O 6.882 1.677 4.330  P2 1.518
2 P 5.635 2.110 3.580  O1 1.518, N3 1.662, N6 1.701, N9 1.724
3 N 5.910 2.151 1.941  P2 1.662, C4 1.431, C5 1.445
4 C 7.240 2.319 1.441  N3 1.431, H12 1.079, H13 1.102, H14 1.125
5 C 4.899 2.149 0.909  N3 1.445, H15 1.055, H16 1.103, H17 1.087
6 N 5.047 3.608 4.130  P2 1.701, C7 1.448, C8 1.458
7 C 4.815 3.601 5.559  N6 1.448, H18 1.094, H19 1.102, H20 1.110
8 C 5.885 4.743 3.763  N6 1.458, H21 1.084, H22 1.140, H23 1.090
9 N 4.290 1.075 3.881  P2 1.724, C10 1.494, C11 1.487
10 C 2.917 1.331 3.350  N9 1.494, H24 1.096, H25 1.093, H26 1.157
11 C 4.553 -0.387 3.940  N9 1.487, H27 1.088, H28 1.056, H29 1.040
12 H 7.413 1.790 0.517  C4 1.079
13 H 7.949 1.968 2.207  C4 1.102
14 H 7.510 3.389 1.222  C4 1.125
15 H 4.751 1.168 0.549  C5 1.055
16 H 5.069 2.850 0.074  C5 1.103
17 H 3.906 2.468 1.212  C5 1.087
18 H 5.644 3.205 6.153  C7 1.094
19 H 4.569 4.604 5.945  C7 1.102
20 H 3.933 2.949 5.732  C7 1.110
21 H 5.516 5.649 4.230  C8 1.084
22 H 6.985 4.602 4.026  C8 1.140
23 H 5.922 4.838 2.678  C8 1.090
24 H 2.167 1.378 4.148  C10 1.096
25 H 2.850 2.320 2.890  C10 1.093
26 H 2.677 0.469 2.616  C10 1.157
27 H 3.852 -0.777 4.675  C11 1.088
28 H 5.545 -0.558 4.259  C11 1.056
29 H 4.493 -0.855 3.012  C11 1.040
30 O -1.354 -5.802 -3.657  P31 1.473
31 P -2.297 -5.407 -4.718  O30 1.473, N32 1.653, N35 1.643, N38 1.653
32 N -2.237 -6.626 -5.831  P31 1.653, C33 1.421, C34 1.453
33 C -1.654 -7.896 -5.570  N32 1.421, H41 1.040, H42 1.115, H43 1.157
34 C -2.931 -6.553 -7.106  N32 1.453, H44 1.104, H45 1.104, H46 1.098
35 N -2.018 -4.012 -5.540  P31 1.643, C36 1.487, C37 1.468
36 C -2.000 -2.740 -4.771  N35 1.487, H47 1.079, H48 1.103, H49 1.139
37 C -1.040 -4.029 -6.636  N35 1.468, H50 1.092, H51 1.087, H52 1.086
38 N -3.841 -5.364 -4.130  P31 1.653, C39 1.472, C40 1.421
39 C -4.916 -4.850 -4.994  N38 1.472, H53 1.092, H54 1.039, H55 1.063
40 C -4.246 -6.041 -2.948  N38 1.421, H56 1.097, H57 1.096, H58 1.104
41 H -1.556 -8.107 -4.556  C33 1.040
42 H -0.652 -8.104 -6.013  C33 1.115
43 H -2.291 -8.681 -6.133  C33 1.157
44 H -3.942 -6.991 -7.032  C34 1.104
45 H -2.386 -7.006 -7.952  C34 1.104
46 H -3.144 -5.496 -7.315  C34 1.098
47 H -2.796 -2.095 -5.108  C36 1.079
48 H -2.251 -3.020 -3.733  C36 1.103
49 H -0.980 -2.233 -4.779  C36 1.139
50 H -1.358 -3.304 -7.387  C37 1.092
51 H -0.079 -3.709 -6.241  C37 1.087
52 H -0.847 -4.971 -7.142  C37 1.086
53 H -4.521 -4.025 -5.590  C39 1.092
54 H -5.279 -5.663 -5.531  C39 1.039
55 H -5.678 -4.395 -4.408  C39 1.063
56 H -3.388 -6.349 -2.338  C40 1.097
57 H -4.761 -7.003 -3.047  C40 1.096
58 H -4.966 -5.413 -2.395  C40 1.104
59 O -5.937 0.487 -2.525  P60 1.472
60 P -6.910 -0.011 -1.538  O59 1.472, N61 1.671, N64 1.695, N67 1.726
61 N -8.474 0.025 -2.124  P60 1.671, C62 1.426, C63 1.508
62 C -8.789 0.735 -3.320  N61 1.426, H70 1.045, H71 1.099, H72 1.120
63 C -9.533 -0.908 -1.596  N61 1.508, H73 1.072, H74 1.088, H75 1.096
64 N -6.955 0.913 -0.118  P60 1.695, C65 1.539, C66 1.449
65 C -5.563 1.063 0.521  N64 1.539, H76 1.051, H77 1.081, H78 1.044
66 C -8.027 1.826 0.225  N64 1.449, H79 1.118, H80 1.064, H81 1.108
67 N -6.493 -1.577 -0.943  P60 1.726, C68 1.470, C69 1.476
68 C -6.750 -2.011 0.437  N67 1.470, H82 1.084, H83 1.099, H84 1.100
69 C -6.309 -2.647 -1.943  N67 1.476, H85 1.147, H86 1.084, H87 1.109
70 H -8.247 1.620 -3.442  C62 1.045
71 H -9.849 1.025 -3.331  C62 1.099
72 H -8.621 0.057 -4.195  C62 1.120
73 H -10.331 -0.260 -1.292  C63 1.072
74 H -9.135 -1.271 -0.649  C63 1.088
75 H -9.887 -1.696 -2.271  C63 1.096
76 H -4.925 1.671 -0.052  C65 1.051
77 H -5.700 1.615 1.440  C65 1.081
78 H -5.083 0.144 0.641  C65 1.044
79 H -7.809 2.224 1.246  C66 1.118
80 H -8.098 2.691 -0.389  C66 1.064
81 H -9.037 1.395 0.370  C66 1.108
82 H -7.033 -1.188 1.083  C68 1.084
83 H -7.616 -2.686 0.489  C68 1.099
84 H -5.833 -2.460 0.846  C68 1.100
85 H -5.520 -3.334 -1.473  C69 1.147
86 H -5.887 -2.293 -2.877  C69 1.084
87 H -7.233 -3.253 -2.037  C69 1.109
88 O -2.822 5.235 -2.538  P89 1.488
89 P -4.033 5.011 -3.371  O88 1.488, N90 1.673, N93 1.675, N96 1.676
90 N -4.103 3.440 -3.941  P89 1.673, C91 1.459, C92 1.468
91 C -5.274 2.928 -4.645  N90 1.459, H99 1.079, H100 1.053, H101 1.063
92 C -3.005 2.482 -3.759  N90 1.468, H102 1.074, H103 1.089, H104 1.079
93 N -4.036 6.160 -4.590  P89 1.675, C94 1.430, C95 1.475
94 C -2.820 6.855 -4.879  N93 1.430, H105 1.054, H106 1.069, H107 1.096
95 C -5.165 6.468 -5.487  N93 1.475, H108 1.076, H109 1.079, H110 1.066
96 N -5.555 5.245 -2.709  P89 1.676, C97 1.448, C98 1.475
97 C -5.957 4.185 -1.807  N96 1.448, H111 1.137, H112 1.099, H113 1.076
98 C -5.769 6.593 -2.150  N96 1.475, H114 1.128, H115 1.101, H116 1.084
99 H -6.049 3.662 -4.484  C91 1.079
100 H -5.566 1.982 -4.285  C91 1.053
101 H -5.073 2.831 -5.684  C91 1.063
102 H -2.300 3.012 -3.145  C92 1.074
103 H -2.515 2.210 -4.693  C92 1.089
104 H -3.225 1.591 -3.193  C92 1.079
105 H -2.779 7.808 -4.431  C94 1.054
106 H -1.995 6.333 -4.442  C94 1.069
107 H -2.627 6.997 -5.948  C94 1.096
108 H -4.985 7.425 -5.947  C95 1.076
109 H -5.239 5.682 -6.222  C95 1.079
110 H -6.039 6.466 -4.877  C95 1.066
111 H -5.933 3.162 -2.303  C97 1.137
112 H -5.410 4.119 -0.856  C97 1.099
113 H -6.973 4.368 -1.506  C97 1.076
114 H -6.790 6.601 -1.670  C98 1.128
115 H -5.499 7.404 -2.844  C98 1.101
116 H -5.204 6.758 -1.240  C98 1.084
117 O 2.395 1.859 -4.994  P118 1.486
118 P 3.744 1.241 -5.083  O117 1.486, N119 1.656, N122 1.634, N125 1.716
119 N 3.810 0.280 -6.431  P118 1.656, C120 1.439, C121 1.476
120 C 3.225 0.989 -7.539  N119 1.439, H128 1.067, H129 1.106, H130 1.089
121 C 5.121 -0.329 -6.726  N119 1.476, H131 1.073, H132 1.091, H133 1.083
122 N 4.270 0.242 -3.901  P118 1.634, C123 1.419, C124 1.474
123 C 3.898 -1.127 -3.900  N122 1.419, H134 1.124, H135 1.065, H136 1.159
124 C 4.722 0.746 -2.592  N122 1.474, H137 1.101, H138 1.079, H139 1.059
125 N 4.917 2.491 -5.026  P118 1.716, C126 1.408, C127 1.451
126 C 6.295 2.216 -4.934  N125 1.408, H140 1.113, H141 1.118, H142 1.103
127 C 4.598 3.853 -5.411  N125 1.451, H143 1.121, H144 1.089, H145 1.127
128 H 2.244 1.319 -7.279  C120 1.067
129 H 3.237 0.433 -8.495  C120 1.106
130 H 3.840 1.829 -7.858  C120 1.089
131 H 5.948 0.349 -6.816  C121 1.073
132 H 5.064 -0.795 -7.710  C121 1.091
133 H 5.362 -1.128 -6.036  C121 1.083
134 H 3.521 -1.426 -2.884  C123 1.124
135 H 3.195 -1.518 -4.598  C123 1.065
136 H 4.812 -1.836 -3.979  C123 1.159
137 H 5.650 0.195 -2.373  C124 1.101
138 H 4.813 1.820 -2.537  C124 1.079
139 H 3.993 0.525 -1.856  C124 1.059
140 H 6.740 2.788 -4.089  C126 1.113
141 H 6.595 1.148 -4.792  C126 1.118
142 H 6.866 2.457 -5.847  C126 1.103
143 H 4.713 4.037 -6.510  C127 1.121
144 H 5.236 4.572 -4.898  C127 1.089
145 H 3.584 4.137 -5.007  C127 1.127
146 O -0.251 -1.329 8.416  P147 1.465
147 P -1.407 -1.138 7.536  O146 1.465, N148 1.688, N151 1.668, N154 1.641
148 N -2.457 -2.460 7.543  P147 1.688, C149 1.417, C150 1.472
149 C -3.204 -2.805 6.390  N148 1.417, H157 1.072, H158 1.069, H159 1.165
150 C -2.068 -3.589 8.403  N148 1.472, H160 1.090, H161 1.076, H162 1.075
151 N -1.043 -0.874 5.929  P147 1.668, C152 1.465, C153 1.454
152 C -0.442 -1.932 5.113  N151 1.465, H163 1.116, H164 1.052, H165 1.059
153 C -0.316 0.375 5.771  N151 1.454, H166 1.077, H167 1.075, H168 1.080
154 N -2.271 0.169 8.024  P147 1.641, C155 1.469, C156 1.502
155 C -2.299 0.362 9.480  N154 1.469, H169 1.076, H170 1.097, H171 1.100
156 C -3.579 0.416 7.328  N154 1.502, H172 1.067, H173 1.076, H174 1.079
157 H -2.835 -3.680 5.893  C149 1.072
158 H -3.114 -1.964 5.735  C149 1.069
159 H -4.298 -3.058 6.700  C149 1.165
160 H -1.370 -4.287 7.940  C150 1.090
161 H -2.997 -4.057 8.680  C150 1.076
162 H -1.544 -3.267 9.285  C150 1.075
163 H -1.074 -2.851 5.130  C152 1.116
164 H -0.342 -1.604 4.119  C152 1.052
165 H 0.551 -2.114 5.429  C152 1.059
166 H -0.556 0.692 4.770  C153 1.077
167 H -0.693 1.068 6.500  C153 1.075
168 H 0.738 0.214 5.942  C153 1.080
169 H -2.443 1.416 9.647  C155 1.076
170 H -3.016 -0.224 10.070  C155 1.097
171 H -1.338 0.079 9.936  C155 1.100
172 H -4.226 -0.431 7.376  C156 1.067
173 H -3.432 0.732 6.310  C156 1.076
174 H -4.182 1.146 7.845  C156 1.079
175 O -1.170 2.720 3.211  P176 1.457
176 P -1.817 4.026 3.203  O175 1.457, N177 1.669, N180 1.697, N183 1.637
177 N -0.691 5.258 3.240  P176 1.669, C178 1.475, C179 1.431
178 C 0.705 4.832 3.460  N177 1.475, H186 1.085, H187 1.047, H188 1.056
179 C -0.853 6.679 3.192  N177 1.431, H189 1.085, H190 1.084, H191 1.030
180 N -2.805 4.284 4.559  P176 1.697, C181 1.458, C182 1.497
181 C -1.990 4.621 5.719  N180 1.458, H192 1.070, H193 1.123, H194 1.106
182 C -3.960 3.374 4.843  N180 1.497, H195 1.081, H196 1.116, H197 1.152
183 N -2.875 4.209 1.968  P176 1.637, C184 1.436, C185 1.474
184 C -2.740 3.372 0.809  N183 1.436, H198 1.095, H199 1.122, H200 1.119
185 C -3.876 5.290 2.011  N183 1.474, H201 1.145, H202 1.153, H203 1.058
186 H 0.741 3.750 3.395  C178 1.085
187 H 1.177 5.210 4.315  C178 1.047
188 H 1.311 5.224 2.690  C178 1.056
189 H -1.251 7.194 4.060  C179 1.085
190 H -1.442 6.970 2.329  C179 1.084
191 H 0.065 7.097 2.981  C179 1.030
192 H -1.590 5.609 5.632  C181 1.070
193 H -2.523 4.479 6.698  C181 1.123
194 H -1.100 3.977 5.852  C181 1.106
195 H -4.732 3.883 5.402  C182 1.081
196 H -4.359 3.074 3.846  C182 1.116
197 H -3.644 2.400 5.371  C182 1.152
198 H -3.695 3.304 0.279  C184 1.095
199 H -2.126 3.948 0.066  C184 1.122
200 H -2.296 2.422 1.198  C184 1.119
201 H -4.897 4.831 1.771  C185 1.145
202 H -3.709 6.081 1.190  C185 1.153
203 H -3.943 5.832 2.917  C185 1.058
204 O 1.253 -6.608 5.768  P205 1.500
205 P 1.867 -6.199 4.462  O204 1.500, N206 1.670, N209 1.674, N212 1.661
206 N 2.413 -7.515 3.591  P205 1.670, C207 1.384, C208 1.470
207 C 1.896 -8.776 3.835  N206 1.384, H215 1.094, H216 1.068, H217 1.104
208 C 2.710 -7.302 2.168  N206 1.470, H218 1.157, H219 1.071, H220 1.080
209 N 3.190 -5.174 4.406  P205 1.674, C210 1.407, C211 1.478
210 C 3.044 -3.897 4.977  N209 1.407, H221 1.128, H222 1.077, H223 1.097
211 C 4.482 -5.816 4.729  N209 1.478, H224 1.116, H225 1.093, H226 1.097
212 N 0.749 -5.365 3.560  P205 1.661, C213 1.508, C214 1.500
213 C -0.740 -5.565 3.690  N212 1.508, H227 1.096, H228 1.114, H229 1.034
214 C 1.122 -4.310 2.561  N212 1.500, H230 1.091, H231 1.052, H232 1.110
215 H 2.041 -9.149 4.853  C207 1.094
216 H 2.398 -9.463 3.190  C207 1.068
217 H 0.836 -8.900 3.550  C207 1.104
218 H 2.889 -6.187 1.917  C208 1.157
219 H 1.964 -7.732 1.532  C208 1.071
220 H 3.590 -7.914 2.038  C208 1.080
221 H 3.491 -3.934 6.012  C210 1.128
222 H 3.604 -3.129 4.470  C210 1.077
223 H 2.019 -3.585 5.214  C210 1.097
224 H 4.592 -5.595 5.817  C211 1.116
225 H 4.441 -6.905 4.644  C211 1.093
226 H 5.322 -5.377 4.177  C211 1.097
227 H -1.124 -4.540 3.719  C213 1.096
228 H -1.070 -6.093 2.766  C213 1.114
229 H -0.920 -6.167 4.512  C213 1.034
230 H 0.796 -3.290 2.769  C214 1.091
231 H 0.774 -4.537 1.595  C214 1.052
232 H 2.225 -4.232 2.466  C214 1.110
233 C 0.428 8.334 -0.602  C234 1.524, H244 1.060, H245 1.108, H246 1.070
234 C 0.804 7.293 -1.651  C233 1.524, C235 1.457, N239 1.447, C243 1.545
235 C 2.150 7.568 -2.136  C234 1.457, C236 1.543, H247 1.094, H248 1.089
236 C 2.846 6.385 -2.841  C235 1.543, C237 1.522, H249 1.113, H250 1.116
237 C 2.736 5.130 -1.987  C236 1.522, C238 1.550, H251 1.130, H252 1.102
238 C 1.326 4.842 -1.411  C237 1.550, N239 1.447, C241 1.491, C242 1.576
239 N 0.727 6.057 -0.902  C234 1.447, C238 1.447, O240 1.413
240 O -0.587 5.809 -0.446  N239 1.413, H262 0.956
241 C 0.504 4.145 -2.441  C238 1.491, H253 1.122, H254 1.053, H255 1.149
242 C 1.501 3.853 -0.196  C238 1.576, H256 1.122, H257 1.086, H258 1.082
243 C -0.204 7.375 -2.819  C234 1.545, H259 1.081, H260 1.073, H261 1.117
244 H 1.040 8.168 0.248  C233 1.060
245 H -0.612 8.142 -0.271  C233 1.108
246 H 0.502 9.333 -0.976  C233 1.070
247 H 2.157 8.466 -2.760  C235 1.094
248 H 2.754 7.889 -1.289  C235 1.089
249 H 3.936 6.603 -2.887  C236 1.113
250 H 2.440 6.272 -3.874  C236 1.116
251 H 3.479 5.313 -1.157  C237 1.130
252 H 3.186 4.243 -2.460  C237 1.102
253 H -0.540 3.943 -2.086  C241 1.122
254 H 0.398 4.674 -3.345  C241 1.053
255 H 1.067 3.198 -2.769  C241 1.149
256 H 1.951 2.856 -0.446  C242 1.122
257 H 2.150 4.307 0.547  C242 1.086
258 H 0.603 3.602 0.352  C242 1.082
259 H -0.140 6.622 -3.592  C243 1.081
260 H -0.229 8.331 -3.307  C243 1.073
261 H -1.196 7.423 -2.309  C243 1.117
262 H -1.034 5.664 -1.278  O240 0.956
263 C 9.041 -2.988 -0.690  C264 1.507, H274 1.127, H275 1.110, H276 1.087
264 C 8.400 -2.984 0.674  C263 1.507, C265 1.501, N269 1.531, C273 1.543
265 C 7.867 -1.635 1.060  C264 1.501, C266 1.501, H277 1.153, H278 1.094
266 C 6.616 -1.175 0.368  C265 1.501, C267 1.590, H279 1.106, H280 1.077
267 C 5.469 -2.275 0.419  C266 1.590, C268 1.513, H281 1.115, H282 1.120
268 C 5.977 -3.587 -0.140  C267 1.513, N269 1.503, C271 1.531, C272 1.595
269 N 7.187 -3.919 0.687  C264 1.531, C268 1.503, O270 1.397
270 O 7.568 -5.253 0.514  N269 1.397, H292 0.956
271 C 4.914 -4.661 0.102  C268 1.531, H283 1.083, H284 1.148, H285 1.130
272 C 6.151 -3.561 -1.726  C268 1.595, H286 1.121, H287 1.100, H288 1.119
273 C 9.349 -3.588 1.729  C264 1.543, H289 1.093, H290 1.098, H291 1.096
274 H 10.035 -2.459 -0.642  C263 1.127
275 H 8.456 -2.460 -1.472  C263 1.110
276 H 9.161 -3.988 -1.097  C263 1.087
277 H 7.642 -1.613 2.190  C265 1.153
278 H 8.657 -0.878 1.036  C265 1.094
279 H 6.767 -0.942 -0.703  C266 1.106
280 H 6.298 -0.237 0.790  C266 1.077
281 H 4.587 -1.855 -0.117  C267 1.115
282 H 5.163 -2.541 1.463  C267 1.120
283 H 4.797 -4.773 1.172  C271 1.083
284 H 3.904 -4.220 -0.220  C271 1.148
285 H 5.080 -5.693 -0.329  C271 1.130
286 H 7.039 -4.194 -1.985  C272 1.121
287 H 5.215 -3.947 -2.156  C272 1.100
288 H 6.440 -2.526 -2.040  C272 1.119
289 H 10.164 -2.865 1.820  C273 1.093
290 H 9.807 -4.502 1.329  C273 1.098
291 H 8.837 -3.774 2.680  C273 1.096
292 H 7.076 -5.703 1.199  O270 0.956
293 C -2.345 -3.483 0.280  C294 1.571, H304 1.113, H305 1.096, H306 1.091
294 C -1.908 -1.979 0.159  C293 1.571, C295 1.496, N299 1.463, C303 1.552
295 C -2.295 -1.269 1.418  C294 1.496, C296 1.534, H307 1.091, H308 1.123
296 C -1.512 0.041 1.567  C295 1.534, C297 1.533, H309 1.097, H310 1.064
297 C 0.002 -0.190 1.505  C296 1.533, C298 1.540, H311 1.035, H312 1.147
298 C 0.297 -0.748 0.100  C297 1.540, N299 1.489, C301 1.552, C302 1.519
299 N -0.456 -2.027 -0.013  C294 1.463, C298 1.489, O300 1.427
300 O -0.182 -2.335 -1.379  N299 1.427, H322 0.976
301 C 0.046 0.407 -0.906  C298 1.552, H313 1.120, H314 1.058, H315 1.094
302 C 1.758 -1.136 -0.050  C298 1.519, H316 1.078, H317 1.122, H318 1.103
303 C -2.597 -1.344 -1.078  C294 1.552, H319 1.054, H320 1.077, H321 1.077
304 H -3.442 -3.637 0.388  C293 1.113
305 H -1.846 -3.907 1.159  C293 1.096
306 H -1.983 -3.923 -0.651  C293 1.091
307 H -3.348 -1.013 1.285  C295 1.091
308 H -2.120 -1.898 2.331  C295 1.123
309 H -1.795 0.508 2.519  C296 1.097
310 H -1.777 0.741 0.811  C296 1.064
311 H 0.388 -0.836 2.216  C297 1.035
312 H 0.515 0.829 1.619  C297 1.147
313 H 0.626 1.312 -0.594  C301 1.120
314 H 0.402 0.172 -1.874  C301 1.058
315 H -0.973 0.736 -1.132  C301 1.094
316 H 2.267 -0.261 0.323  C302 1.078
317 H 1.999 -2.077 0.511  C302 1.122
318 H 1.982 -1.394 -1.098  C302 1.103
319 H -2.032 -0.786 -1.771  C303 1.054
320 H -3.343 -0.664 -0.700  C303 1.077
321 H -3.157 -1.990 -1.734  C303 1.077
322 H -0.051 -3.297 -1.470  O300 0.976
323 C 0.298 0.040 -4.133  O324 1.420, H325 1.088, H326 1.060, H327 1.091
324 O 0.297 -0.039 -5.551  C323 1.420, H328 0.946
325 H 0.590 -0.864 -3.603  C323 1.088
326 H 0.938 0.814 -3.792  C323 1.060
327 H -0.701 0.330 -3.804  C323 1.091
328 H 0.961 0.550 -5.878  O324 0.946
329 C -4.429 -4.498 3.389  O330 1.411, H331 1.118, H332 1.088, H333 1.089
330 O -5.548 -4.918 2.640  C329 1.411, H334 0.984
331 H -4.343 -3.384 3.412  C329 1.118
332 H -4.516 -4.843 4.418  C329 1.088
333 H -3.509 -4.863 2.935  C329 1.089
334 H -6.335 -4.769 3.212  O330 0.984
335 C 1.559 -4.298 -3.129  O336 1.392, H337 1.077, H338 1.043, H339 1.126
336 O 0.937 -5.096 -2.173  C335 1.392, H340 0.964
337 H 2.278 -4.910 -3.646  C335 1.077
338 H 0.896 -4.110 -3.911  C335 1.043
339 H 1.889 -3.287 -2.759  C335 1.126
340 H 0.057 -5.383 -2.441  O336 0.964

Computed properties:
HOMO-LUMO gap (eV): 8.501
E_HOMO (hartree): -0.3001